64
Properties=species:S:1:pos:R:3:lowdin_charge:R:1 method="wB97M-V/def2-TZVPD" total_charge=-1 multiplicity=2 total_energy_ev=-218893.9327 e_lumo_ev="2.33 / 2.33"
Co -0.320 -0.631 -0.538 0.04
C 2.386 0.233 4.992 -0.10
C 0.934 0.048 4.562 -0.29
N 0.399 1.181 3.845 -0.05
C 0.590 1.375 2.482 -0.96
S 0.171 2.866 1.804 0.47
N 1.137 0.349 1.871 -0.01
N 1.114 0.293 0.506 -0.03
C 2.218 0.495 -0.118 -0.26
C 3.421 1.071 0.553 -0.02
C 2.214 0.079 -1.533 -0.19
C 3.341 0.139 -2.345 -0.01
C 3.260 -0.339 -3.643 -0.07
C 2.061 -0.866 -4.090 -0.05
C 0.981 -0.898 -3.222 -0.13
N 1.051 -0.429 -1.978 0.02
H 2.755 -0.644 5.532 0.06
H 2.492 1.102 5.647 0.06
H 3.013 0.388 4.113 0.06
H 0.297 -0.146 5.430 0.10
H 0.861 -0.816 3.903 0.09
H 0.295 2.054 4.337 0.09
H 3.096 1.776 1.315 0.06
H 4.063 1.592 -0.155 0.07
H 4.005 0.287 1.046 0.09
H 4.268 0.535 -1.959 0.10
H 4.127 -0.304 -4.290 0.10
H 1.946 -1.248 -5.095 0.10
H 0.018 -1.309 -3.496 0.04
O -5.813 0.269 -2.733 -0.06
C -4.800 0.159 -3.736 -0.23
C -3.415 0.101 -3.086 -0.57
C -2.387 -0.165 -4.197 -0.25
O -2.666 0.505 -5.439 -0.08
C -3.446 -1.024 -2.028 -0.52
Se -1.850 -2.122 -1.720 0.66
C -3.132 1.457 -2.429 -0.56
Se -1.457 1.675 -1.399 0.54
H -6.665 0.266 -3.175 0.08
H -4.850 1.019 -4.411 0.12
H -4.965 -0.761 -4.321 0.12
H -2.276 -1.240 -4.368 0.09
H -1.433 0.236 -3.857 0.07
H -3.358 0.014 -5.888 0.07
H -4.235 -1.738 -2.268 0.05
H -3.702 -0.575 -1.069 0.05
H -3.960 1.691 -1.759 0.05
H -3.113 2.219 -3.212 0.05
N 0.914 -4.656 0.812 0.02
C 1.199 -3.724 -0.111 -0.13
N 0.522 -2.634 0.148 0.08
C -0.192 -2.963 1.260 -0.32
N 0.016 -4.183 1.701 0.13
C -1.118 -1.990 1.855 -0.20
C -1.684 -2.132 3.106 -0.08
N -2.472 -1.191 3.626 0.09
C -2.683 -0.117 2.882 -0.10
C -2.135 0.044 1.609 -0.10
N -1.357 -0.906 1.109 0.02
H 1.231 -5.607 0.870 0.15
H 1.879 -3.876 -0.933 0.13
H -1.483 -3.014 3.701 0.11
H -3.298 0.671 3.298 0.11
H -2.273 0.923 0.982 0.03

---

60
Properties=species:S:1:pos:R:3:lowdin_charge:R:1 method="wB97M-V/def2-TZVPD" total_charge=-1 total_energy_ev=-49441.2134 e_lumo_ev=2.11
F -3.567 -0.745 -5.170 -0.13
C -3.177 0.627 -5.009 -0.21
C -1.757 0.870 -5.644 -0.23
C -0.670 1.318 -4.563 -0.31
C -0.637 0.140 -3.480 -0.25
C 0.694 0.168 -2.646 -0.32
C 1.259 1.597 -2.276 -0.23
C 0.254 2.575 -1.555 -0.18
C -0.874 1.905 -0.727 -0.20
C -0.735 0.772 0.160 -0.05
C -1.868 0.177 0.882 -0.08
C -3.181 0.772 0.686 -0.11
C -3.363 1.948 -0.167 -0.10
C -2.222 2.500 -0.860 -0.06
H -3.251 0.931 -3.938 0.10
H -3.977 1.211 -5.554 0.10
H -1.379 -0.102 -6.066 0.10
H -1.873 1.613 -6.479 0.08
H 0.347 1.360 -5.038 0.09
H -1.004 2.308 -4.130 0.07
H -1.540 0.359 -2.831 0.02
H 1.486 -0.321 -3.297 0.08
H 0.601 -0.520 -1.755 0.05
H 1.728 2.091 -3.171 0.09
H 2.124 1.431 -1.555 0.08
H -0.208 3.243 -2.324 0.08
H 0.831 3.250 -0.857 0.11
H 0.286 0.324 0.256 0.09
H -1.674 -0.712 1.518 0.08
H -4.034 0.284 1.221 0.08
H -4.385 2.383 -0.287 0.09
H -2.400 3.389 -1.517 0.10
C -2.484 1.626 6.932 -0.06
C -0.980 1.679 7.100 -0.21
O -0.366 0.485 6.591 0.02
C -0.180 0.445 5.263 -0.38
O -0.487 1.313 4.503 0.18
C 0.520 -0.854 4.861 -0.52
F -0.009 -1.934 5.465 0.16
F 1.828 -0.835 5.186 0.16
F 0.450 -1.075 3.543 0.16
H -2.889 0.722 7.392 0.08
H -2.954 2.497 7.391 0.08
H -2.762 1.600 5.878 0.08
H -0.729 1.728 8.160 0.12
H -0.552 2.565 6.626 0.13
C 2.691 -2.437 1.029 -0.05
C 2.467 -2.454 -0.470 -0.19
O 3.659 -2.880 -1.158 0.04
C 3.866 -4.197 -1.212 -0.39
O 3.144 -5.026 -0.733 0.16
C 5.136 -4.498 -2.009 -0.52
F 6.161 -3.697 -1.661 0.15
F 4.943 -4.327 -3.330 0.16
F 5.558 -5.760 -1.839 0.15
H 3.560 -1.825 1.280 0.08
H 1.817 -2.039 1.545 0.06
H 2.888 -3.442 1.410 0.08
H 2.250 -1.446 -0.823 0.10
H 1.617 -3.080 -0.745 0.13

---

53
Properties=species:S:1:pos:R:3:lowdin_charge:R:1 method="wB97M-V/def2-TZVPD" total_charge=+1 relative_energy_kcal_mol=0.0 total_energy_ev=-29970.9558 e_lumo_ev=-2.10
C -3.393 -0.025 -2.511 -0.06
C -3.919 -0.865 -1.354 -0.22
N -2.824 -1.298 -0.490 -0.19
C -1.987 -2.381 -1.033 -0.14
C -1.977 -3.483 0.030 -0.14
C -2.206 -2.708 1.325 -0.12
C -3.197 -1.621 0.896 -0.27
C -3.057 -0.312 1.714 -0.07
N -1.968 0.436 1.070 0.02
C -2.071 1.905 0.994 -0.07
C -0.926 2.448 0.178 -0.14
C -1.154 3.301 -0.889 -0.03
C -0.100 3.811 -1.628 -0.07
C 1.195 3.456 -1.300 -0.05
C 1.446 2.598 -0.242 0.01
C 0.392 2.094 0.506 -0.20
O 0.534 1.236 1.574 -0.09
C 1.839 0.877 2.004 -0.12
C 2.561 -0.036 1.042 -0.22
C 3.941 0.043 0.904 -0.03
C 4.612 -0.801 0.040 0.02
C 3.884 -1.723 -0.693 -0.27
F 4.522 -2.541 -1.540 0.08
C 2.509 -1.822 -0.575 0.01
C 1.856 -0.976 0.301 -0.03
H -2.849 0.845 -2.146 0.06
H -4.223 0.318 -3.121 0.08
H -2.725 -0.604 -3.142 0.08
H -4.607 -0.264 -0.754 0.12
H -4.478 -1.726 -1.742 0.13
H -0.978 -1.998 -1.212 0.11
H -2.384 -2.743 -1.982 0.13
H -2.799 -4.178 -0.138 0.12
H -1.047 -4.045 0.035 0.12
H -1.269 -2.263 1.667 0.11
H -2.602 -3.330 2.122 0.13
H -4.223 -1.997 0.966 0.16
H -2.854 -0.522 2.763 0.14
H -3.974 0.276 1.649 0.13
H -1.042 0.249 1.480 0.14
H -2.040 -0.063 0.074 0.15
H -2.038 2.315 2.009 0.15
H -3.023 2.178 0.535 0.13
H -2.168 3.578 -1.136 0.12
H -0.292 4.478 -2.452 0.11
H 2.024 3.844 -1.870 0.12
H 2.462 2.326 -0.013 0.11
H 1.673 0.358 2.955 0.14
H 2.432 1.775 2.208 0.14
H 4.498 0.767 1.481 0.12
H 5.683 -0.752 -0.074 0.13
H 1.974 -2.555 -1.158 0.12
H 0.782 -1.049 0.406 0.09

---

55
Properties=species:S:1:pos:R:3:lowdin_charge:R:1 method="wB97M-V/def2-TZVPD" relative_energy_kcal_mol=75.5 total_energy_ev=-64413.6419 e_lumo_ev=-0.12
O 0.177 -1.561 -0.974 -0.30
C -0.172 -2.808 -0.119 -0.07
C 0.762 -3.735 -0.821 -0.07
H -1.234 -2.988 -0.249 0.14
H 0.173 -2.596 0.888 0.10
C 0.836 -2.599 -1.836 -0.54
H 0.310 -4.671 -1.131 0.13
H 1.653 -3.792 -0.207 0.12
C -0.050 -2.989 -2.982 -0.02
H -1.023 -3.313 -2.610 0.09
H 0.360 -3.804 -3.580 0.11
H -0.254 -2.180 -3.667 0.06
C 2.242 -2.195 -2.184 0.01
H 2.791 -2.007 -1.266 0.09
H 2.253 -1.310 -2.837 0.10
H 2.735 -3.033 -2.682 0.11
Lu -0.429 0.431 -0.829 1.66
C 0.285 3.939 -0.499 -0.18
C 0.264 3.930 0.912 -0.17
C 1.208 2.964 1.365 -0.19
H -0.421 4.531 1.518 0.09
C 1.914 2.481 0.233 -0.23
C 1.265 2.996 -0.947 -0.25
H 1.553 2.740 -1.943 0.05
H -0.357 4.537 -1.138 0.08
H 1.332 2.599 2.389 0.07
H 2.831 1.899 0.189 0.07
C -1.790 1.802 -2.191 -0.21
C -0.626 1.493 -2.946 -0.22
C -0.613 0.105 -3.199 -0.22
H 0.098 2.209 -3.341 0.11
C -1.781 -0.466 -2.581 -0.21
C -2.513 0.591 -1.978 -0.20
H -3.464 0.460 -1.457 0.12
H -2.092 2.803 -1.889 0.12
H 0.154 -0.367 -3.813 0.10
H -2.153 -1.490 -2.623 0.10
O 0.371 -1.063 1.944 -0.27
C 1.712 -0.728 2.337 -0.17
C 1.684 -0.752 3.876 -0.13
H 2.003 0.226 1.868 0.09
H 2.236 -1.564 1.839 0.12
C 0.208 -0.777 4.313 -0.13
H 2.218 0.050 4.366 0.11
H 2.168 -1.696 4.105 0.10
C -0.567 -0.683 2.987 -0.17
H -0.081 0.077 4.924 0.11
H -0.049 -1.731 4.774 0.11
H -0.966 0.330 2.764 0.09
H -1.406 -1.376 2.893 0.12
N -1.750 1.299 0.709 -0.01
C -2.516 2.102 1.159 -0.30
N -3.476 2.752 1.657 0.10
C -3.790 3.951 2.056 -0.39
N -4.222 4.978 2.452 0.08

---

55
Properties=species:S:1:pos:R:3:lowdin_charge:R:1 method="wB97M-V/def2-TZVPD" relative_energy_kcal_mol=34.0 total_energy_ev=-42189.8776 e_lumo_ev=0.59
C 3.192 2.747 -0.461 -0.06
C 1.741 3.208 -0.468 -0.20
O 0.849 2.100 -0.600 0.00
C 0.528 1.443 0.517 -0.47
O 0.887 1.781 1.614 0.13
C -0.407 0.262 0.242 -0.36
C -1.813 0.892 0.271 -0.08
C -2.971 -0.073 0.035 -0.19
O -4.154 0.694 0.130 -0.04
C -5.356 0.073 -0.026 -0.27
C -6.480 0.891 0.099 -0.01
C -7.746 0.364 -0.042 -0.09
C -7.916 -0.986 -0.309 -0.11
C -6.806 -1.798 -0.434 -0.09
C -5.527 -1.280 -0.295 -0.03
C -0.085 -0.401 -1.099 -0.10
C 1.335 -0.957 -1.080 -0.19
N 1.476 -1.936 -0.017 -0.15
C 2.748 -2.641 -0.070 -0.21
C 3.945 -1.764 0.128 -0.50
C 4.530 -1.381 1.297 -0.19
N 5.544 -0.491 1.192 0.04
C 5.779 -0.152 -0.021 -0.65
C 6.817 0.810 -0.455 -0.08
S 4.724 -0.940 -1.190 1.06
C 1.213 -1.349 1.285 -0.17
C -0.205 -0.784 1.343 -0.10
H 3.849 3.611 -0.423 0.08
H 3.383 2.126 0.412 0.08
H 3.409 2.173 -1.360 0.07
H 1.508 3.743 0.458 0.12
H 1.535 3.844 -1.332 0.13
H -1.967 1.367 1.243 0.14
H -1.867 1.672 -0.492 0.14
H -2.979 -0.866 0.794 0.13
H -2.901 -0.529 -0.961 0.13
H -6.328 1.939 0.308 0.12
H -8.606 1.009 0.059 0.10
H -8.908 -1.398 -0.419 0.10
H -6.926 -2.851 -0.643 0.10
H -4.680 -1.939 -0.398 0.10
H -0.185 0.315 -1.915 0.13
H -0.776 -1.227 -1.263 0.12
H 1.548 -1.457 -2.029 0.13
H 2.045 -0.122 -0.970 0.09
H 2.809 -3.139 -1.042 0.12
H 2.735 -3.406 0.713 0.13
H 4.255 -1.739 2.273 0.12
H 7.525 0.328 -1.128 0.08
H 6.364 1.648 -0.983 0.07
H 7.346 1.178 0.420 0.08
H 1.319 -2.136 2.036 0.13
H 1.929 -0.548 1.530 0.12
H -0.366 -0.330 2.321 0.13
H -0.913 -1.600 1.204 0.12

---

55
Properties=species:S:1:pos:R:3:lowdin_charge:R:1 method="wB97M-V/def2-TZVPD" relative_energy_kcal_mol=35.0 total_energy_ev=-33402.7248 e_lumo_ev=0.58
C -2.734 -5.380 -0.252 -0.06
N -1.922 -4.961 0.889 0.04
C -1.085 -3.921 1.010 -0.46
O -0.581 -3.709 2.108 0.04
C -0.739 -2.960 -0.153 -0.19
C -1.646 -1.720 -0.107 -0.10
C -1.124 -0.566 -0.942 -0.23
C -0.109 0.252 -0.413 -0.01
C 0.417 1.312 -1.173 0.00
C -0.071 1.553 -2.473 -0.31
O 0.439 2.571 -3.213 0.05
C -1.088 0.733 -3.006 0.00
C -1.618 -0.324 -2.240 -0.04
N -0.761 -3.510 -1.516 0.10
C 0.036 -4.488 -1.940 -0.57
C -0.012 -4.802 -3.417 0.00
O 0.774 -5.124 -1.204 0.06
H -3.171 -4.514 -0.750 0.08
H -3.542 -6.028 0.092 0.09
H -2.118 -5.941 -0.957 0.08
H -1.996 -5.513 1.730 0.14
H 0.281 -2.627 0.044 0.16
H -2.651 -1.989 -0.433 0.12
H -1.719 -1.379 0.927 0.13
H 0.281 0.059 0.577 0.10
H 1.200 1.929 -0.760 0.09
H 1.132 3.037 -2.744 0.10
H -1.454 0.932 -4.002 0.11
H -2.407 -0.940 -2.647 0.10
H -1.315 -3.027 -2.201 0.12
H -1.024 -5.090 -3.697 0.08
H 0.297 -3.924 -3.981 0.08
H 0.674 -5.623 -3.623 0.09
C 0.982 5.897 2.398 -0.07
C 1.240 4.954 1.217 -0.40
C 0.033 4.927 0.272 -0.06
C 1.565 3.556 1.702 -0.23
C 2.779 2.954 1.335 -0.04
C 3.082 1.655 1.759 -0.01
C 2.191 0.947 2.562 -0.34
O 2.502 -0.322 2.954 0.05
C 0.987 1.540 2.944 -0.03
C 0.672 2.833 2.512 -0.03
H 1.835 5.888 3.084 0.08
H 0.087 5.601 2.952 0.07
H 0.840 6.921 2.039 0.08
H 2.096 5.348 0.659 0.13
H -0.861 4.562 0.788 0.08
H 0.233 4.271 -0.580 0.06
H -0.175 5.932 -0.107 0.08
H 3.494 3.490 0.718 0.11
H 4.016 1.186 1.468 0.12
H 1.749 -0.733 3.409 0.11
H 0.286 1.000 3.572 0.11
H -0.276 3.273 2.808 0.11

---

56
Properties=species:S:1:pos:R:3:lowdin_charge:R:1 method="wB97M-V/def2-TZVPD" relative_energy_kcal_mol=0.0 total_energy_ev=-44238.3046 e_lumo_ev=0.25
O -0.763 0.501 -0.587 0.02
C -0.425 1.267 0.288 -0.44
O -0.363 2.599 0.126 -0.02
C -0.668 3.118 -1.164 -0.05
C 0.574 3.404 -2.023 -0.42
O 0.616 3.002 -3.170 0.07
N 1.557 4.141 -1.474 -0.05
C 1.607 4.680 -0.135 -0.15
C 2.708 3.983 0.668 -0.17
C 4.048 4.149 -0.045 -0.20
C 3.941 3.630 -1.477 -0.17
C 2.795 4.330 -2.205 -0.14
C -0.061 0.833 1.642 -0.14
C 0.287 1.749 2.633 -0.02
C 0.610 1.320 3.903 -0.07
C 0.577 -0.039 4.190 -0.07
C 0.233 -0.959 3.221 -0.08
C -0.085 -0.546 1.927 -0.41
S -0.514 -1.643 0.637 1.08
C -0.415 -3.296 1.447 -0.33
C -0.578 -4.368 0.377 -0.53
O 0.353 -5.110 0.121 0.05
N -1.775 -4.474 -0.230 -0.06
C -2.934 -3.630 -0.048 -0.18
C -3.185 -2.790 -1.303 -0.18
C -3.341 -3.703 -2.516 -0.20
C -2.121 -4.611 -2.639 -0.17
C -1.920 -5.393 -1.342 -0.14
H -1.235 4.041 -1.010 0.14
H -1.274 2.395 -1.718 0.13
H 0.645 4.570 0.359 0.11
H 1.838 5.751 -0.212 0.13
H 2.754 4.409 1.671 0.11
H 2.467 2.922 0.757 0.11
H 4.828 3.609 0.493 0.11
H 4.322 5.207 -0.061 0.11
H 4.873 3.802 -2.016 0.11
H 3.748 2.555 -1.464 0.12
H 2.656 3.918 -3.206 0.12
H 2.997 5.404 -2.283 0.13
H 0.294 2.799 2.390 0.11
H 0.882 2.031 4.667 0.10
H 0.823 -0.386 5.182 0.11
H 0.215 -2.004 3.481 0.09
H -1.181 -3.377 2.218 0.09
H 0.579 -3.428 1.871 0.09
H -2.811 -2.980 0.815 0.09
H -3.798 -4.283 0.131 0.13
H -2.342 -2.113 -1.452 0.09
H -4.083 -2.189 -1.159 0.11
H -3.456 -3.104 -3.421 0.11
H -4.240 -4.315 -2.400 0.11
H -2.243 -5.308 -3.469 0.11
H -1.233 -4.005 -2.827 0.12
H -1.017 -6.003 -1.388 0.12
H -2.784 -6.040 -1.154 0.13

---

57
Properties=species:S:1:pos:R:3:lowdin_charge:R:1 method="wB97M-V/def2-TZVPD" relative_energy_kcal_mol=9.4 total_energy_ev=-55072.1125 e_lumo_ev=0.29
C -0.928 1.285 4.270 -0.09
H -0.399 0.615 4.947 0.09
O -1.148 0.541 3.096 -0.10
C -1.739 1.166 2.031 -0.23
C -2.236 2.461 2.055 -0.02
C -2.827 2.996 0.922 -0.08
C -2.926 2.248 -0.234 -0.08
C -2.429 0.954 -0.264 -0.03
C -1.835 0.404 0.856 -0.13
C -1.258 -0.991 0.893 -0.07
N -1.000 -1.573 -0.405 -0.07
C -0.103 -1.021 -1.216 -0.54
N 0.489 0.101 -0.948 0.15
C 1.411 0.470 -1.871 -0.51
O 1.660 -0.229 -2.856 -0.10
C 2.071 1.795 -1.618 -0.09
H 1.932 2.392 -2.523 0.13
H 1.558 2.282 -0.792 0.11
C 3.580 1.687 -1.358 -0.15
C 3.993 1.131 0.011 -0.30
C 3.659 -0.364 0.192 -0.14
C 2.971 -0.483 1.553 -0.18
H 2.276 -1.322 1.590 0.10
H 3.716 -0.621 2.340 0.11
C 2.279 0.865 1.724 -0.20
H 2.000 1.064 2.759 0.10
H 1.385 0.896 1.102 0.08
C 3.324 1.847 1.201 -0.16
H 4.068 2.033 1.979 0.11
H 2.895 2.806 0.917 0.11
H 4.553 -0.985 0.134 0.11
H 2.983 -0.691 -0.595 0.09
H 5.077 1.268 0.075 0.13
H 4.005 2.689 -1.458 0.11
H 4.020 1.060 -2.138 0.12
S 0.274 -1.963 -2.625 1.14
C -0.992 -3.262 -2.138 -0.47
C -2.008 -3.386 -3.251 -0.24
H -2.509 -4.350 -3.286 0.11
H -1.589 -3.138 -4.221 0.10
S -3.267 -2.171 -2.773 0.67
O -2.799 -0.834 -2.984 -0.30
O -4.559 -2.518 -3.290 -0.31
C -3.140 -2.594 -1.005 -0.14
H -3.716 -3.502 -0.863 0.11
C -1.643 -2.805 -0.812 -0.30
H -1.468 -3.553 -0.025 0.16
H -3.537 -1.788 -0.396 0.11
H -0.441 -4.195 -2.004 0.11
H -0.315 -0.939 1.449 0.13
H -1.930 -1.658 1.441 0.14
H -2.496 0.391 -1.181 0.08
H -3.383 2.663 -1.118 0.10
H -3.208 4.006 0.953 0.10
H -2.167 3.062 2.948 0.10
H -0.310 2.167 4.077 0.10
H -1.870 1.594 4.734 0.10